# 1
The following is a DFT calculation (ωB97M-V/def2-TZVPD) of C31H22EuN4O7S5 as an isolated structure.

Cartesian coordinates (Å):
Eu -0.38433 0.00140 -0.22940
S 1.01272 -2.16159 -1.14605
C 0.27317 -2.20539 -2.73802
C 1.10422 -2.33519 -3.86017
C 0.59275 -2.42708 -5.14000
C -0.78124 -2.41337 -5.34809
C -1.62462 -2.29795 -4.25892
C -1.11617 -2.19108 -2.96468
S -2.33727 -1.88677 -1.69826
C -2.03140 -3.17887 -0.43570
C -2.49391 -2.68117 0.89570
C -3.28728 -3.49868 1.69073
C -3.65742 -3.06184 2.94759
C -3.25074 -1.80904 3.36115
C -2.49278 -1.01993 2.50429
C -2.06893 0.34143 2.94863
S -2.27840 1.56172 1.59419
C -1.05029 2.79334 1.99795
C -1.52245 4.09446 2.16553
C -0.65010 5.13148 2.43663
C 0.71055 4.86358 2.53124
C 1.18567 3.57886 2.35465
C 0.32442 2.50385 2.08758
S 1.00078 0.88888 1.98336
N -2.10248 -1.45589 1.29334
H 2.17354 -2.33253 -3.69407
H 1.26777 -2.50351 -5.98385
H -1.19585 -2.49863 -6.34439
H -2.69936 -2.26774 -4.38958
H -0.94951 -3.34266 -0.41369
H -2.55025 -4.09093 -0.72365
H -3.59905 -4.46426 1.31696
H -4.27150 -3.68190 3.58865
H -3.51603 -1.43262 4.33988
H -0.99901 0.33359 3.18040
H -2.64018 0.67334 3.81348
H -2.58579 4.27080 2.06321
H -1.02504 6.13598 2.58519
H 1.40740 5.66574 2.74292
H 2.24750 3.37668 2.40414
O -2.81266 2.88002 -2.15643
C -1.79608 2.21384 -2.04618
O -1.72348 1.06228 -1.46761
C -0.49957 2.76706 -2.62022
C -0.60214 3.77450 -3.54230
C 0.53628 4.37254 -4.08853
C 1.79448 3.95219 -3.69525
C 1.91880 2.91102 -2.80646
C 0.78192 2.26940 -2.20061
O 0.92692 1.36273 -1.31895
N 3.26440 2.49004 -2.46879
O 4.14371 3.34729 -2.47905
O 3.47489 1.31271 -2.26280
N 0.40964 5.41836 -5.06569
O -0.71188 5.74852 -5.42331
O 1.42996 5.94064 -5.49858
H -1.58690 4.11192 -3.83106
H 2.67554 4.42273 -4.10454
S 0.33338 -2.87639 2.55604
C 1.74199 -3.34691 3.29851
N 1.71070 -4.34376 4.24634
C 2.79489 -4.78585 4.93166
C 4.01741 -4.25325 4.69727
C 4.12696 -3.22957 3.71841
C 3.03126 -2.79093 3.04337
H 0.79767 -4.73728 4.41648
H 2.61960 -5.56818 5.65615
H 4.88142 -4.59695 5.24484
H 5.09618 -2.79521 3.50998
H 3.08557 -2.01007 2.29843

Summary:
Energy   -126303.92791 eV
Net charge   -1
Expectation value of S²   12.0121
Highest occupied orbital energy (alpha / beta)   -5.0 / -5.0 eV
ΔE to the lowest compared entry with this formula, charge and spin   14.0 kcal per mole
Multiplicity   7
E_LUMO (alpha / beta)   0.0642 / 0.0642 hartree

# 2
The following is a DFT calculation (ωB97M-V/def2-TZVPD) of C31H22N5O6Ti as an isolated structure.

Cartesian coordinates (Å):
Ti -0.07583 0.81744 0.26384
O 2.18337 0.13604 3.29414
C 1.10217 0.04894 2.72804
N 0.45867 1.05744 2.07714
C 0.54587 2.38764 2.47444
C 1.17937 2.89214 3.60644
C 1.06457 4.24044 3.90824
C 0.31407 5.08434 3.10604
C -0.30353 4.61044 1.95844
C -0.18293 3.26514 1.63214
N -0.65113 2.62414 0.48634
C -1.42113 3.22874 -0.44366
O -2.01253 4.29734 -0.38286
C -1.43433 2.39224 -1.69236
C -2.24083 2.71084 -2.77836
C -2.15173 1.94744 -3.92826
C -1.25593 0.88144 -3.94416
C -0.49203 0.62224 -2.82226
N -0.56193 1.36564 -1.71146
C 0.28407 -1.20746 2.76404
C 0.71687 -2.31646 3.48564
C -0.14073 -3.39436 3.62194
C -1.38753 -3.33886 3.01614
C -1.72513 -2.19196 2.30984
N -0.92183 -1.14736 2.19654
H 1.75667 2.23014 4.23284
H 1.56407 4.62764 4.78374
H 0.20647 6.12464 3.37114
H -0.87033 5.27244 1.32074
H -2.91063 3.55194 -2.69606
H -2.76403 2.16764 -4.78926
H -1.13443 0.26614 -4.82196
H 0.20167 -0.21446 -2.80976
H 1.69247 -2.30046 3.94484
H 0.14977 -4.26336 4.19364
H -2.09263 -4.15086 3.10584
H -2.69003 -2.10456 1.82304
C 2.75937 1.75004 0.31714
C 2.21057 2.73764 -0.50146
C 2.09477 2.51294 -1.86756
C 2.50397 1.30334 -2.41276
C 3.01587 0.30424 -1.59656
C 3.15487 0.53274 -0.23296
H 2.97537 1.96294 1.35904
H 1.95247 3.70594 -0.09066
H 1.72577 3.29904 -2.51246
H 2.45477 1.15614 -3.48276
H 3.34617 -0.63326 -2.02776
H 3.61487 -0.21156 0.40594
O -1.40383 -0.40806 -0.24196
C -0.46083 -1.25626 -0.44946
O 0.72507 -0.83396 -0.15386
C -0.70403 -2.55056 -1.01626
C -1.90193 -2.77876 -1.71726
C -2.16223 -4.01126 -2.24886
C -1.25013 -5.05236 -2.05026
C -0.06123 -4.83986 -1.34166
C 0.22807 -3.59376 -0.85026
N -1.54883 -6.34436 -2.54986
O -0.87613 -7.28276 -2.14726
O -2.46443 -6.44816 -3.35446
H -2.59253 -1.95686 -1.83536
H -3.06843 -4.21316 -2.79756
H 0.59827 -5.67906 -1.18816
H 1.13547 -3.39146 -0.29936

Summary:
Energy   -75354.96150 eV
Net charge   0
Expectation value of S²   0.7615
Highest occupied orbital energy (alpha / beta)   -6.7 / -7.5 eV
ΔE to the lowest compared entry with this formula, charge and spin   54.1 kcal per mole
Multiplicity   2
E_LUMO (alpha / beta)   -0.0559 / -0.0567 hartree

# 3
The following is a DFT calculation (ωB97M-V/def2-TZVPD) of C31H23AlBrN3O2S6 as an isolated structure.

Cartesian coordinates (Å):
Al -0.63333 -0.06168 0.01881
N -2.34548 2.79110 0.44655
C -1.24781 2.60392 1.24485
C -0.99477 3.56406 2.33004
C -0.14386 3.22077 3.29201
C 0.48279 1.84740 3.36954
C 0.52319 1.15641 1.99338
N -0.49590 1.59922 1.03424
C -2.89121 1.89512 -0.47885
C -3.81493 2.43220 -1.37464
C -4.48247 1.59612 -2.23814
C -4.23672 0.23053 -2.18127
C -3.28894 -0.21866 -1.29547
N -2.58919 0.58402 -0.46542
H -2.84280 3.66025 0.54392
H -1.52921 4.50398 2.33949
H 0.03908 3.89914 4.11584
H 1.51876 1.92433 3.70345
H 1.49975 1.31401 1.52708
H -3.98788 3.49940 -1.37962
H -5.18373 2.00506 -2.95254
H -4.75014 -0.47295 -2.81845
H -3.04676 -1.26873 -1.23256
Br -0.79710 -2.55299 -0.81284
C -0.34084 -2.01264 -2.59212
C -0.37959 -2.96237 -3.56319
C 0.00360 -2.59448 -4.87256
C 0.41101 -1.32053 -5.13198
C 0.45467 -0.33996 -4.11010
C 0.92309 0.97273 -4.37323
C 0.98555 1.89428 -3.37459
C 0.55145 1.55790 -2.06909
C 0.09268 0.30532 -1.74750
C 0.05744 -0.66633 -2.79195
H -0.67224 -3.97775 -3.33953
H -0.01379 -3.33881 -5.65681
H 0.72477 -1.04038 -6.12993
H 1.24421 1.21841 -5.37780
H 1.36897 2.88667 -3.57480
H 0.61083 2.32557 -1.30362
C 2.38336 -1.54328 4.81121
S 2.09672 0.08240 5.57337
C 0.36045 0.25209 5.33343
C -0.23294 1.03612 4.41926
S 0.20848 -0.64714 1.99277
S -1.97428 0.99077 4.38677
C -2.20859 -0.19346 5.62672
S -3.68197 -0.71566 6.10503
S -0.71094 -0.70137 6.32588
H 3.44717 -1.74357 4.93018
H 2.14084 -1.52748 3.75212
H 1.81880 -2.31856 5.32415
O 6.65891 -4.77834 3.26805
C 5.30208 -4.65032 3.29809
O 4.67453 -5.33637 4.06128
C 4.70563 -3.66641 2.36812
C 5.42888 -2.67070 1.70445
C 4.81151 -1.78948 0.84357
C 3.42721 -1.85088 0.57388
S 2.66508 -0.72791 -0.50434
C 2.71950 -2.86069 1.25924
C 3.33301 -3.73531 2.13020
H 7.00754 -4.23296 2.55353
H 6.49133 -2.53342 1.88598
H 5.38668 -1.01129 0.35852
H 1.65464 -2.94304 1.08967
H 2.76184 -4.49741 2.64524

Summary:
Energy   -182739.15499 eV
Net charge   0
Highest occupied orbital energy   -6.1 eV
ΔE to the lowest compared entry with this formula, charge and spin   35.9 kcal per mole
E_LUMO   -0.0487 hartree